1.
Entry from OMol25: a molecular structure, C3H2O2Yb (ωB97M-V/def2-TZVPD).

Summary:
E_LUMO (spin up / spin down): -0.15582 / -0.16304 Eh
total charge: +1
relative energy (zero: lowest compared OMol25 entry of this formula, charge and spin): 0.0 kcal/mol
multiplicity: 2
total energy: -1424.3220 hartree
gap between HOMO and LUMO (spin up / spin down): 5.99 / 9.18 eV
expectation value of S²: 0.750

Positions of all 8 atoms, in Å:
H  0.345  -2.476  0.494
O  -0.952  -0.775  0.122
O  -0.454  1.581  -0.172
C  0.258  -1.455  0.120
C  1.100  -0.396  -0.059
C  -0.076  0.452  -0.113
H  2.142  -0.186  0.159
Yb  -2.363  3.256  -0.552

2.
Entry from OMol25: a molecular structure, C31H43N4O5PS5V (ωB97M-V/def2-TZVPD).

Summary:
E_LUMO (spin up / spin down): 0.12544 / 0.12212 Eh
total charge: -2
relative energy (zero: lowest compared OMol25 entry of this formula, charge and spin): 0.0 kcal/mol
multiplicity: 4
total energy: -5078.7019 hartree
gap between HOMO and LUMO (spin up / spin down): 5.17 / 5.09 eV
expectation value of S²: 3.766

Positions of all 90 atoms, in Å:
V  -16.403  -7.500  -1.872
C  -16.695  -7.348  2.674
C  -16.841  -7.700  1.193
N  -16.701  -6.795  0.247
N  -16.925  -5.434  0.440
C  -18.183  -4.935  0.646
N  -18.340  -3.609  0.541
S  -19.397  -5.970  1.247
C  -16.834  -9.111  0.733
C  -17.037  -10.087  1.737
C  -17.416  -11.318  1.331
C  -17.480  -11.561  -0.041
C  -17.022  -10.594  -0.938
N  -16.832  -9.335  -0.616
H  -15.775  -7.775  3.155
H  -17.639  -7.596  3.168
H  -16.725  -6.254  2.729
H  -16.330  -4.841  -0.177
H  -17.772  -2.841  0.108
H  -19.297  -3.337  0.687
H  -17.051  -9.794  2.791
H  -17.928  -12.016  1.964
H  -17.974  -12.362  -0.574
H  -16.967  -10.696  -2.028
O  -12.474  -11.869  -3.471
C  -13.112  -10.851  -3.369
C  -12.878  -9.813  -2.295
O  -11.853  -9.633  -1.582
C  -14.162  -9.086  -2.263
C  -14.971  -9.453  -3.366
O  -16.082  -8.842  -3.617
C  -14.347  -10.507  -4.204
O  -14.726  -10.974  -5.247
O  -14.518  -8.188  -1.387
S  -14.719  -3.629  -2.214
S  -15.205  -2.727  -0.326
S  -16.483  -1.141  -0.813
S  -16.177  -4.997  -2.780
C  -18.993  -10.136  -6.625
C  -19.266  -10.889  -5.302
C  -19.185  -9.941  -4.093
C  -19.495  -8.464  -4.356
C  -18.702  -7.878  -5.515
C  -18.064  -8.951  -6.354
P  -19.087  -7.419  -2.826
C  -20.380  -7.949  -1.520
C  -19.798  -9.009  -0.563
C  -20.784  -9.726  0.344
C  -22.020  -8.837  0.589
C  -22.675  -8.567  -0.783
C  -21.701  -8.450  -2.011
C  -19.688  -5.678  -3.015
C  -21.192  -5.367  -2.817
C  -21.418  -3.847  -2.784
C  -20.125  -3.039  -3.053
C  -19.567  -3.512  -4.345
C  -19.201  -4.977  -4.288
H  -19.983  -9.804  -7.045
H  -18.530  -10.748  -7.395
H  -18.406  -11.635  -5.238
H  -20.180  -11.465  -5.289
H  -18.162  -9.889  -3.710
H  -19.799  -10.443  -3.336
H  -20.585  -8.337  -4.584
H  -17.870  -7.253  -5.165
H  -19.374  -7.321  -6.142
H  -17.184  -9.384  -5.910
H  -17.604  -8.607  -7.239
H  -20.587  -7.077  -0.841
H  -19.168  -8.436  0.058
H  -19.218  -9.769  -1.066
H  -20.328  -10.055  1.345
H  -21.195  -10.597  -0.139
H  -21.759  -7.838  1.004
H  -22.811  -9.157  1.241
H  -23.370  -7.661  -0.769
H  -23.320  -9.436  -0.989
H  -22.188  -7.699  -2.672
H  -21.530  -9.394  -2.540
H  -19.117  -5.234  -2.138
H  -21.624  -5.814  -1.939
H  -21.659  -5.922  -3.703
H  -21.759  -3.618  -1.765
H  -22.150  -3.606  -3.508
H  -19.352  -3.070  -2.278
H  -20.405  -1.997  -3.084
H  -18.726  -2.965  -4.712
H  -20.335  -3.319  -5.113
H  -18.092  -5.069  -4.201
H  -19.550  -5.500  -5.145

3.
Entry from OMol25: 2 unconnected molecules or ions with the total composition C5H5PS (ωB97M-V/def2-TZVPD).

Summary:
E_LUMO (spin up / spin down): -0.06172 / -0.06179 Eh
total charge: 0
relative energy (zero: lowest compared OMol25 entry of this formula, charge and spin): 105.0 kcal/mol
total energy: -932.8303 hartree
gap between HOMO and LUMO (spin up / spin down): 7.40 / 7.39 eV

Positions of all 12 atoms, in Å:
C  -1.376  -0.230  -2.197
C  -1.202  -0.153  -0.995
C  -1.011  -0.094  0.431
C  -0.631  -1.145  1.138
H  -1.329  -0.032  -3.278
H  -1.280  0.780  0.856
H  -0.228  -1.003  2.102
H  -0.335  -2.016  0.603
C  1.379  1.624  0.906
P  2.278  0.845  -0.165
S  2.185  -0.789  -1.123
H  1.551  2.214  1.723

4.
Entry from OMol25: a single C2H5P molecule (ωB97M-V/def2-TZVPD).

Summary:
E_LUMO: 0.00974 Eh
total charge: 0
relative energy (zero: lowest compared OMol25 entry of this formula, charge and spin): 11.4 kcal/mol
total energy: -420.4864 hartree
gap between HOMO and LUMO: 9.45 eV

Positions of all 8 atoms, in Å:
C  -1.830  -0.105  0.992
P  -0.985  0.122  -0.528
C  0.423  1.104  0.079
H  -2.710  -0.717  0.920
H  -1.527  0.440  2.013
H  0.205  1.430  1.200
H  1.313  0.545  0.031
H  0.666  2.052  -0.503